Computed, not measured: C8H18AgNO2PS as an isolated structure in a non-equilibrium geometry, with ωB97M-V with the def2-TZVPD basis set.

Each line ends with the Löwdin spin population.
Geometry (Å):
1 C 3.5684 3.0515 0.2832  0.000
2 C 3.9536 1.5698 0.3608  0.000
3 O 4.5719 1.1811 1.2963  0.000
4 O 3.6415 0.8377 -0.7182  0.000
5 C 2.8668 -0.3646 -0.5150  0.000
6 C 1.3627 -0.2107 -0.3367  0.000
7 C 0.8388 -1.6511 -0.1743  0.003
8 C -0.5454 -1.8589 0.4461  0.006
9 C -1.6832 -0.9730 -0.1058  0.013
10 C -2.9808 -1.7878 -0.0180  0.102
11 P -4.5279 -0.9104 -0.4088  0.561
12 N -4.2436 0.6488 -0.9473  0.184
13 S -5.7414 -0.8494 1.2527  0.072
14 H 4.3238 3.6031 0.8405  0.000
15 H 2.5693 3.1758 0.7388  0.000
16 H 3.5568 3.3700 -0.7742  0.000
17 H 3.0496 -0.9731 -1.3981  0.000
18 H 3.3059 -0.8825 0.3399  0.000
19 H 1.1039 0.4161 0.5215  0.000
20 H 0.9530 0.2216 -1.2528  0.000
21 H 0.8618 -2.1465 -1.1466  0.000
22 H 1.5446 -2.1772 0.4724  0.000
23 H -0.8197 -2.8911 0.2114  0.000
24 H -0.5077 -1.7904 1.5342  0.000
25 H -1.4713 -0.6609 -1.1287  0.001
26 H -1.7499 -0.0640 0.4946  0.000
27 H -2.8948 -2.6890 -0.6283  0.007
28 H -3.1399 -2.1409 1.0062  0.011
29 H -4.7206 1.2997 -0.3227  0.004
30 H -4.6304 0.8304 -1.8744  0.013
31 H -4.7595 -0.4924 2.1039  0.023
32 Ag 2.3438 5.3084 -0.1526  0.000

Forces on atoms 1 to 2 (eV/Å):
C -0.012 0.604 -0.520
C 0.471 -0.171 -0.051

Its HOMO energy (spin up / spin down) is -15.94 / -15.94 eV. As for the charge: +2. The HOMO-LUMO gap (spin up / spin down) is 7.449 / 6.878 eV. As for the expectation value of S²: 0.753. The spin multiplicity is 2.

***

Computed, not measured: C13H33CeClIN2OP2S as an isolated structure in a non-equilibrium geometry, with ωB97M-V with the def2-TZVPD basis set.

Each line ends with the Mulliken charge.
Geometry (Å):
1 C 0.0494 0.7793 -7.2915  -0.791
2 C 0.0821 1.9097 -6.4007  0.776
3 H 0.0482 1.1331 -8.3510  0.377
4 H -0.8829 0.1999 -7.0831  0.349
5 H 0.9631 0.1661 -7.1000  0.360
6 O 0.0733 2.6789 -5.5263  -0.109
7 I -0.0776 -1.1827 -4.0938  -0.375
8 Ce 0.0425 -0.0116 -1.4937  0.310
9 P 2.9474 -0.3010 -0.9193  0.759
10 C 3.9446 0.9036 0.0404  -1.167
11 C 3.6485 -1.8995 -0.3390  -1.181
12 H 4.6830 -2.0231 -0.7001  0.427
13 H 4.8573 -0.4658 -2.3976  0.447
14 H 3.0225 -2.7170 -0.7214  0.350
15 H 3.3157 -0.7748 -3.2819  0.366
16 H 3.7429 0.8084 1.1159  0.365
17 H 3.6359 -1.9465 0.7590  0.367
18 C 3.8133 -0.1470 -2.5316  -1.152
19 H 5.0195 0.7510 -0.1511  0.392
20 H 3.7865 0.8982 -2.8685  0.378
21 H 3.6583 1.9188 -0.2715  0.388
22 P -2.8759 -0.2053 -0.9072  0.900
23 C -3.8736 0.9747 0.0696  -1.136
24 C -3.8000 -0.1310 -2.4838  -1.194
25 H -2.8978 -2.6223 -0.7075  0.357
26 H -4.5514 -1.9374 -0.5431  0.436
27 H -3.3830 -1.8565 0.8208  0.269
28 C -3.4934 -1.8115 -0.2704  -1.149
29 H -3.3307 -0.7891 -3.2241  0.351
30 H -4.8294 -0.4501 -2.2808  0.433
31 H -4.9454 0.7908 -0.1008  0.397
32 H -3.6259 1.9976 -0.2432  0.372
33 H -3.7976 0.8949 -2.8708  0.367
34 H -3.6459 0.8798 1.1383  0.325
35 Cl 0.0483 -2.2776 -0.2847  -0.189
36 C -1.2448 -1.6605 3.3536  -0.911
37 C 0.2250 -1.2933 3.3590  -0.593
38 N 0.6067 -0.2638 2.3769  0.315
39 C -0.0321 0.9014 2.1525  0.314
40 S 0.0388 1.7714 0.6493  -0.196
41 N -0.8515 1.3780 3.1255  -0.137
42 C -0.4149 1.4778 4.5733  -0.489
43 C 1.0508 1.7502 4.8209  -1.088
44 H -1.8809 -0.7809 3.5102  0.294
45 H -1.4350 -2.3777 4.1570  0.463
46 H -1.5165 -2.1430 2.3976  0.146
47 H 0.5419 -0.9633 4.3573  0.231
48 H 0.8144 -2.1984 3.1341  0.449
49 H 1.5136 -0.3539 1.9307  -0.090
50 H -1.2890 2.2475 2.8226  0.410
51 H -1.0026 2.3092 4.9802  0.492
52 H -0.7575 0.5518 5.0521  0.205
53 H 1.3441 2.7259 4.4016  0.352
54 H 1.1958 1.8066 5.9042  0.400
55 H 1.7220 0.9801 4.4360  0.257

Forces on atoms 1 to 2 (eV/Å):
C 0.093 0.127 -0.734
C -0.249 2.854 4.656

Its HOMO energy (spin up / spin down) is -17.82 / -17.81 eV. As for the charge: +3. The HOMO-LUMO gap (spin up / spin down) is 6.641 / 6.742 eV. The spin multiplicity is 1.

***

For each record above, in turn, the calculated energy above the lowest of the compared OMol25 structures with the same formula, charge and spin values are 0.0, 0.0 kcal/mol.
For each record above, in turn, the calculated total energy values are -1406.70091, -3012.88005 Ha.